(1)
The following is a DFT calculation (ωB97M-V/def2-TZVPD) of C22H25BrN6Pd as an isolated structure.

```
55
Properties=species:S:1:pos:R:3:forces:R:3
Pd 0.03492 -0.31365 -0.63215 -0.20 0.13 -0.02
C 0.18518 -3.25366 2.73423 0.00 -0.03 -0.03
C -0.06315 -4.45662 2.09266 0.01 0.09 -0.02
C -0.16357 -4.46673 0.71186 0.06 0.03 0.01
C -0.00625 -3.28124 0.00813 0.03 0.07 -0.11
N 0.20913 -2.11249 0.63566 -0.03 -0.30 0.06
C 0.30467 -2.11065 1.96788 0.06 0.14 -0.02
C -0.12305 -3.22535 -1.47410 -0.02 -0.03 0.07
C -0.03620 -4.36009 -2.26873 -0.07 0.09 0.02
C -0.25766 -4.24889 -3.63149 -0.01 0.04 0.01
C -0.57381 -3.00792 -4.16135 -0.01 -0.02 0.05
C -0.59443 -1.91788 -3.31265 -0.06 0.11 0.03
N -0.35072 -2.01131 -2.00174 0.25 -0.15 -0.11
H 0.27741 -3.19183 3.80843 0.00 -0.02 0.02
H -0.18289 -5.37122 2.65499 0.00 -0.03 0.03
H -0.37929 -5.38620 0.19009 0.00 -0.02 0.00
H 0.49249 -1.14909 2.43049 -0.03 -0.07 -0.02
H 0.20760 -5.31626 -1.83265 0.00 -0.03 0.00
H -0.19306 -5.12151 -4.26593 0.00 -0.02 -0.02
H -0.79003 -2.87666 -5.21057 0.00 -0.01 -0.04
H -0.81711 -0.92583 -3.68693 0.04 -0.02 -0.01
Br 0.59058 3.41382 -0.88279 -0.07 -0.07 -0.06
C 1.06425 2.32294 -2.35744 0.04 0.02 0.11
C 1.36255 2.97773 -3.54150 0.02 0.05 0.07
C 1.83048 2.22965 -4.60282 0.03 -0.09 -0.07
C 2.00902 0.86397 -4.43268 0.00 0.03 0.07
C 1.66290 0.30381 -3.22264 0.10 -0.07 0.10
N 1.16345 1.00594 -2.18489 -0.08 -0.03 -0.23
H 1.25200 4.04948 -3.61208 -0.02 0.00 0.02
H 2.07561 2.70980 -5.53942 0.01 0.02 -0.03
H 2.41517 0.24205 -5.21610 0.00 -0.01 -0.03
H 1.80388 -0.75412 -3.04521 -0.04 0.02 -0.04
C 1.16511 3.08064 3.57781 0.06 0.05 0.09
C 1.86179 1.83661 3.06452 -0.02 -0.08 -0.07
N 1.04394 1.23880 2.00376 0.19 0.08 0.05
C -0.26209 1.46766 1.84333 0.00 -0.24 -0.44
N -0.80719 0.92384 0.70909 -0.19 0.34 0.36
C -2.23747 1.16007 0.46531 0.03 -0.20 -0.10
C -2.74195 2.43717 1.10365 -0.09 0.00 -0.03
C -2.39527 2.40467 2.57352 0.09 -0.05 0.02
N -0.94959 2.17996 2.72031 0.06 0.08 0.16
C -0.27978 2.75166 3.90066 -0.04 -0.07 -0.04
H 1.20687 3.87487 2.82982 -0.01 -0.02 -0.02
H 1.66767 3.44714 4.47184 -0.02 -0.02 0.00
H 2.00486 1.10592 3.86371 0.00 0.04 0.01
H 2.83692 2.05971 2.63545 -0.01 0.05 0.06
H 1.50890 0.85979 1.18773 -0.09 0.02 0.10
H -2.78355 0.29884 0.87100 -0.03 0.06 -0.01
H -2.39344 1.15130 -0.61613 -0.02 0.07 0.10
H -3.82080 2.51105 0.97408 0.00 0.00 0.00
H -2.28557 3.30618 0.62769 0.01 0.02 0.00
H -2.93691 1.61445 3.10004 -0.03 0.01 -0.02
H -2.61993 3.34764 3.06767 -0.03 0.01 -0.05
H -0.35407 2.03951 4.72695 0.03 0.03 0.02
H -0.83852 3.64250 4.17966 0.05 0.02 0.02
```
Forces are in eV/Å.

Properties
Multiplicity: 3
Max |F| in eV/Å: 0.530
Orbital gap (alpha / beta) in eV: 8.69 / 6.62
Lowest unoccupied orbital energy (alpha / beta) in Ha: -0.2093 / -0.3013
Charge: +2

***

(2)
The following is a DFT calculation (ωB97M-V/def2-TZVPD) of a 9-piece molecular cluster, C32H64BrNO8S9 overall.

```
115
Properties=species:S:1:pos:R:3:forces:R:3
C 7.05806 -0.25557 2.36017 -0.75 -0.34 -0.21
C 5.83466 0.62568 2.16900 0.53 0.37 0.07
C 5.51353 1.04301 0.88421 0.79 1.70 0.14
C 4.40897 1.81822 0.60113 0.11 0.10 -0.46
C 3.55370 2.20658 1.62004 0.19 0.07 -0.31
C 3.89224 1.81491 2.90544 -1.43 0.60 0.51
C 4.99955 1.04503 3.18948 0.23 -0.47 0.42
S 2.76447 2.35256 4.18587 -0.11 -0.10 0.30
C 1.19850 2.12547 3.32926 1.64 0.13 0.29
C 0.08157 1.62062 3.96525 0.15 -0.13 0.39
C -1.08355 1.42403 3.25071 -0.76 0.12 0.25
C -2.30462 0.81383 3.91399 0.25 -0.06 -0.40
C -2.10860 -0.71493 4.01225 0.10 -0.07 0.67
C -2.14398 -1.34166 2.63037 0.05 0.91 -0.08
Br -1.85462 -3.27322 2.67626 -0.44 0.44 0.01
C -1.09257 1.75814 1.90491 -0.33 -0.03 0.34
C 0.02956 2.27515 1.29934 -0.23 0.50 -1.11
C 1.21169 2.46060 1.98648 -0.49 0.13 0.21
N 2.38044 2.97185 1.33645 -0.09 -1.34 -0.10
H 7.51864 -0.40584 1.37561 0.31 0.20 0.55
H 6.71604 -1.25731 2.66626 0.26 0.23 0.18
H 7.77510 0.12784 3.09127 -0.11 -0.05 -0.20
H 6.18218 0.73213 0.07875 -0.51 1.85 0.93
H 4.24852 2.10131 -0.44042 -0.20 0.07 0.29
H 5.18725 0.74597 4.22121 -0.05 0.08 -0.20
H 0.11917 1.36484 5.02440 0.07 0.09 -0.21
H -3.18114 1.05322 3.29091 0.10 -0.16 0.25
H -2.47578 1.25073 4.90510 0.13 -0.09 -0.18
H -1.11944 -0.91811 4.45423 -0.23 0.10 -0.09
H -2.82689 -1.14522 4.72452 -0.08 -0.03 -0.46
H -3.07712 -1.06496 2.10687 0.34 -0.68 0.25
H -1.31365 -0.90580 2.05974 -0.17 -0.40 -0.01
H -1.99852 1.59671 1.32101 0.14 0.13 0.04
H -0.07534 2.51230 0.23737 0.36 0.02 0.29
H 2.20210 2.79666 0.34866 0.06 0.68 -0.01
C -1.75415 -0.96875 -0.94858 -0.15 0.09 0.04
S -0.27213 0.04062 -0.80838 0.11 -0.64 -0.20
O -0.55805 1.35719 -1.46083 -0.14 -0.07 -0.21
C 0.70478 -0.91740 -1.96226 -0.26 0.19 -0.35
H -2.53599 -0.52365 -0.33259 0.00 0.03 -0.03
H -2.08499 -1.00029 -1.98588 0.00 0.07 -0.01
H -1.54115 -1.97798 -0.59020 0.07 0.03 0.03
H 0.20232 -0.93852 -2.93238 -0.16 0.07 0.08
H 0.83212 -1.93007 -1.58611 0.08 0.04 0.13
H 1.67679 -0.44798 -2.06595 0.01 -0.03 0.10
C -2.03713 6.47525 6.59840 0.12 0.08 0.08
S -2.06827 5.16878 5.36228 -0.43 -0.10 0.03
O -2.12806 3.87540 6.09822 0.04 0.02 0.02
C -0.39449 5.35699 4.79536 0.44 0.05 -0.08
H -3.00033 6.48737 7.10471 -0.01 -0.06 -0.06
H -1.24551 6.27910 7.32235 0.00 -0.06 -0.03
H -1.87182 7.43486 6.10757 -0.02 -0.02 -0.03
H 0.29570 5.22328 5.62962 -0.03 -0.04 0.01
H -0.25422 6.34031 4.34523 -0.07 -0.01 -0.02
H -0.21971 4.58316 4.04785 -0.01 0.01 0.01
C -5.22181 2.65180 -1.51874 -0.02 0.09 0.16
S -5.18658 1.44134 -2.84494 0.03 0.05 -0.03
O -5.29238 0.08923 -2.22266 0.12 0.00 0.01
C -3.45974 1.70396 -3.26532 0.10 -0.13 -0.05
H -6.20957 2.64278 -1.06215 0.02 -0.10 -0.01
H -4.47418 2.39556 -0.76808 -0.03 -0.07 0.00
H -5.02045 3.64098 -1.93194 0.00 -0.03 -0.06
H -2.83297 1.51433 -2.39358 0.01 0.04 0.01
H -3.32148 2.72866 -3.61197 -0.05 0.00 0.01
H -3.18750 1.01257 -4.06355 -0.06 -0.04 0.02
C -7.30116 -0.49017 3.10308 -0.11 -0.01 0.07
S -5.80637 -0.37911 2.10872 -0.07 -0.16 0.04
O -5.89031 0.87922 1.32650 0.01 0.13 -0.01
C -6.21634 -1.73508 1.00253 -0.02 -0.10 -0.08
H -7.27489 0.30301 3.84816 0.07 0.01 -0.04
H -8.17663 -0.36487 2.46546 0.06 0.02 -0.06
H -7.33234 -1.45844 3.60333 0.04 0.00 -0.01
H -7.16304 -1.52937 0.50319 0.03 0.08 -0.01
H -6.28214 -2.66121 1.57524 0.04 0.04 0.05
H -5.42454 -1.82071 0.25947 -0.01 0.10 0.00
C 5.82958 -1.02343 -0.45807 -0.12 -2.15 -0.59
S 4.85277 -0.44035 -1.85185 0.22 -0.05 -0.22
O 3.58889 -1.22841 -1.86694 0.27 -0.13 0.15
C 5.91683 -1.11707 -3.13142 0.05 -0.04 -0.12
H 5.31786 -0.73813 0.46076 0.00 -0.97 -0.62
H 5.92431 -2.10903 -0.50392 -0.02 -0.14 -0.33
H 6.81490 -0.55609 -0.48542 -0.05 -0.59 -0.27
H 6.00671 -2.19608 -3.00246 -0.06 0.02 0.04
H 6.89842 -0.64496 -3.07167 -0.02 0.03 0.05
H 5.46535 -0.90252 -4.10068 -0.10 -0.03 0.05
C -3.58523 -3.41930 -5.42630 -0.06 0.00 -0.15
S -2.52570 -2.50445 -4.29886 -0.03 -0.17 0.09
O -1.92545 -1.37350 -5.06691 0.08 -0.03 -0.01
C -1.26926 -3.78232 -4.15236 0.07 0.01 -0.12
H -4.43135 -2.78649 -5.68790 0.03 0.04 0.07
H -3.02817 -3.67743 -6.32746 0.05 0.04 0.03
H -3.94450 -4.32166 -4.93163 0.01 0.03 0.05
H -0.86580 -4.01567 -5.13865 -0.04 0.07 -0.03
H -1.70688 -4.67297 -3.70234 0.03 0.05 0.09
H -0.47246 -3.41027 -3.51099 -0.07 -0.02 0.06
C 3.17629 1.60798 -6.45845 0.03 0.05 -0.12
S 2.93548 0.25871 -5.29218 -0.17 0.08 0.08
O 3.68916 -0.91700 -5.81389 0.06 0.06 -0.04
C 1.19819 -0.00260 -5.66872 -0.01 -0.03 -0.05
H 4.22137 1.91051 -6.42012 0.00 -0.05 0.05
H 2.92962 1.27261 -7.46616 -0.01 -0.06 0.03
H 2.54349 2.44884 -6.17383 0.00 -0.02 0.04
H 1.08220 -0.23088 -6.72838 0.07 -0.01 0.01
H 0.63195 0.89223 -5.40971 0.01 -0.02 0.07
H 0.83835 -0.83995 -5.07598 0.02 0.02 -0.01
C 0.93062 -4.92624 1.11608 -0.05 -0.16 0.13
S 1.19508 -4.46835 -0.59652 0.07 0.02 0.06
O 0.20361 -5.21740 -1.41825 0.00 -0.02 0.00
C 2.77827 -5.29868 -0.77997 0.11 -0.10 -0.04
H -0.03680 -4.52921 1.42444 0.23 -0.05 -0.15
H 0.93444 -6.01231 1.21939 0.02 0.00 -0.10
H 1.71617 -4.48630 1.73138 -0.02 0.05 -0.02
H 2.66316 -6.36164 -0.56539 -0.08 0.02 0.01
H 3.50226 -4.85050 -0.09924 -0.03 0.05 -0.01
H 3.11488 -5.16660 -1.80667 -0.06 0.07 0.01
```
Forces are in eV/Å.

Properties
Multiplicity: 1
Max |F| in eV/Å: 2.228
Orbital gap in eV: 7.97
Lowest unoccupied orbital energy in Ha: 0.0114